124
Properties=species:S:1:pos:R:3:lowdin_charge:R:1 method="wB97M-V/def2-TZVPD" charge=+1 energy_ev=-175560.151 e_homo_ev=-10.41 orbital_gap_ev=6.664 max_force_ha_per_bohr=0.228
Rb 1.499 -10.082 9.610 0.86
Ba -0.930 -13.292 7.711 1.93
O -0.829 -10.559 7.835 -0.60
C -0.349 -10.204 6.556 -0.44
C -0.822 -10.977 5.311 -0.46
O -0.551 -12.316 5.180 -0.44
H 0.770 -10.134 6.580 0.06
H -0.645 -9.152 6.347 0.07
H -0.411 -10.368 4.470 0.10
H -1.906 -10.713 5.244 0.08
O -2.773 -14.925 6.581 -0.49
S -3.689 -15.032 5.480 0.57
O -3.583 -16.116 4.577 -0.23
O -5.103 -15.102 6.179 -0.27
C -6.250 -15.254 5.290 -0.22
C -7.468 -14.732 6.032 -0.05
C -3.753 -13.486 4.617 -0.12
H -6.343 -16.322 5.097 0.13
H -6.108 -14.727 4.348 0.12
H -7.259 -13.736 6.421 0.07
H -7.750 -15.413 6.834 0.08
H -8.312 -14.702 5.342 0.09
H -4.127 -13.717 3.625 0.07
H -2.769 -13.022 4.626 0.05
H -4.509 -12.887 5.119 0.05
O 1.890 -13.400 7.094 -0.44
S 3.074 -13.110 6.327 0.56
O 4.280 -12.805 7.014 -0.24
O 3.381 -14.329 5.402 -0.22
C 2.333 -15.258 5.006 -0.23
C 2.726 -16.668 5.366 -0.04
C 2.711 -11.858 5.155 -0.10
H 2.158 -15.170 3.937 0.10
H 1.404 -14.998 5.515 0.10
H 3.687 -16.897 4.909 0.08
H 1.945 -17.317 4.968 0.09
H 2.802 -16.823 6.440 0.08
H 3.559 -11.774 4.482 0.08
H 2.521 -10.930 5.683 0.05
H 1.830 -12.197 4.608 0.05
O -3.727 -12.435 7.362 -0.40
S -4.717 -11.410 7.504 0.57
O -5.332 -10.857 6.350 -0.23
O -5.877 -11.970 8.414 -0.23
C -5.630 -13.163 9.214 -0.23
C -6.964 -13.658 9.747 -0.05
C -4.056 -10.144 8.525 -0.11
H -4.982 -12.872 10.043 0.12
H -5.195 -13.943 8.593 0.10
H -6.721 -14.530 10.366 0.09
H -7.637 -14.000 8.971 0.07
H -7.409 -12.940 10.434 0.09
H -3.764 -10.625 9.455 0.08
H -4.807 -9.376 8.669 0.08
H -3.173 -9.761 8.015 0.05
O -4.348 -11.352 2.698 -0.28
S -3.984 -10.037 2.275 0.57
O -3.603 -9.754 0.948 -0.24
O -5.188 -9.075 2.595 -0.23
C -5.899 -9.234 3.856 -0.25
C -6.666 -7.959 4.060 -0.05
C -2.740 -9.437 3.382 -0.12
H -5.177 -9.367 4.665 0.05
H -6.529 -10.117 3.780 0.12
H -5.996 -7.103 4.147 0.06
H -7.235 -7.981 4.991 0.09
H -7.334 -7.803 3.213 0.09
H -1.811 -9.933 3.116 0.07
H -3.046 -9.713 4.392 0.05
H -2.692 -8.353 3.341 -0.06
C 1.269 -13.502 1.641 -0.04
C -0.053 -14.179 1.394 -0.44
C -1.219 -13.244 1.627 -0.31
F -1.237 -12.280 0.669 0.10
F -2.397 -13.887 1.587 0.11
F -0.078 -14.663 0.111 0.13
F -0.204 -15.261 2.197 0.13
O 2.296 -14.483 1.531 0.04
C 3.527 -13.985 1.268 -0.56
C 4.483 -15.149 1.353 -0.29
F 5.739 -14.694 1.150 0.11
F 4.406 -15.740 2.558 0.11
F 3.595 -13.457 0.030 0.16
F 3.854 -12.998 2.155 0.14
H 1.277 -13.090 2.653 0.13
H 1.391 -12.699 0.912 0.16
H -1.146 -12.747 2.603 0.15
H 4.235 -15.862 0.561 0.18
C -4.348 -6.613 7.245 -0.01
C -4.079 -7.027 5.805 -0.39
C -2.619 -7.129 5.404 -0.24
F -2.556 -7.601 4.130 0.10
F -2.053 -5.909 5.451 0.14
F -4.594 -8.287 5.638 0.04
F -4.724 -6.206 4.952 0.13
O -3.405 -7.247 8.108 0.00
C -2.746 -6.462 9.013 -0.55
C -1.763 -7.393 9.723 -0.28
F -0.991 -6.673 10.572 0.10
F -2.385 -8.368 10.425 0.10
F -1.972 -5.552 8.361 0.15
F -3.575 -5.806 9.820 0.20
H -5.320 -7.042 7.493 0.16
H -4.416 -5.530 7.331 0.16
H -2.059 -7.828 6.027 0.15
H -1.111 -7.855 8.981 0.15
C 1.761 -7.134 5.630 -0.06
C 2.059 -7.424 4.171 -0.44
C 3.319 -6.736 3.619 -0.29
F 3.142 -5.435 3.433 0.14
F 4.334 -6.968 4.521 0.07
F 2.252 -8.763 4.060 0.11
F 1.014 -7.063 3.396 0.14
O 1.893 -5.750 5.885 0.06
C 1.964 -5.420 7.196 -0.55
C 1.915 -3.904 7.272 -0.29
F 0.798 -3.476 6.671 0.13
F 1.902 -3.526 8.567 0.11
F 0.943 -5.995 7.886 0.13
F 3.120 -5.878 7.731 0.15
H 2.441 -7.739 6.236 0.14
H 0.745 -7.490 5.837 0.13
H 3.655 -7.237 2.705 0.18
H 2.789 -3.485 6.766 0.18